15
Properties=species:S:1:pos:R:3:lowdin_charge:R:1 method="wB97M-V/def2-TZVPD" e_homo_ev=-7.50 spin_multiplicity=1 relative_energy_ev=4.971 charge=0 e_tot_ev=-6352.8320 max_force_ha_per_bohr=0.0573
O 1.83495 -0.22314 -0.56487 -0.456
C 0.35906 0.36301 1.84522 -0.081
C -0.75424 -0.13898 0.94807 -0.088
C -1.20738 -0.26645 -1.66175 -0.049
C -0.76901 0.42029 -0.38054 -0.107
H -1.91462 -1.07533 -1.45775 0.087
H -1.57812 0.43993 -2.41006 0.090
H 2.72029 -0.37283 -0.90789 -0.108
H 0.15286 1.37744 2.21103 0.091
H 0.54327 -0.32173 2.68530 0.086
H 1.26976 0.32114 1.22030 0.050
H -0.03808 -0.52622 -0.00121 0.129
H -0.27083 -0.72808 -1.97810 0.085
H -1.57871 -0.76954 1.26403 0.139
H -0.08732 1.25980 -0.54303 0.131